#A
{"formula": "C3H9N3O2", "method": "ωB97M-V/def2-TZVPD", "symbols": ["H", "N", "N", "C", "H", "H", "H", "O", "C", "O", "C", "N", "H", "H", "H", "H", "H"], "xyz": [[1.17693, -0.63440, 2.04408], [0.94279, 0.25522, 1.53876], [1.59137, 0.49518, 0.54431], [2.60068, -0.38715, 0.06551], [2.84083, -1.19726, 0.77072], [3.48628, 0.19908, -0.17783], [2.21481, -0.81507, -0.86269], [-2.45154, -2.03359, -0.13931], [-1.41996, -1.57643, -0.41428], [-0.32982, -1.54391, -0.82095], [-1.41162, 1.30051, -0.86707], [-1.66581, 0.36943, 0.22020], [-1.48315, 2.34710, -0.55715], [-0.40594, 1.11822, -1.23951], [-2.12687, 1.11844, -1.66815], [-2.59379, 0.48864, 0.61055], [-0.96513, 0.49603, 0.95275]], "nbo_charge": [0.276, -0.333, -0.079, -0.489, 0.176, 0.222, 0.248, -0.578, 1.028, -0.612, -0.417, -0.810, 0.184, 0.215, 0.194, 0.375, 0.401], "lumo_energy_ev": 0.79, "homo_ev": -9.45}


#B
{"formula": "C3H9N3O2", "method": "ωB97M-V/def2-TZVPD", "symbols": ["C", "C", "C", "N", "N", "N", "O", "O", "H", "H", "H", "H", "H", "H", "H", "H", "H"], "xyz": [[-0.57017, 0.77717, -1.14037], [0.21105, 0.76924, 1.27027], [0.58289, 0.51453, -0.22629], [1.63657, 0.38194, -0.85913], [3.58872, 0.09636, 0.00454], [-2.70009, -1.64864, -0.22391], [3.56534, -0.95706, 0.52008], [4.44761, 0.85766, -0.28757], [-0.34403, 0.83879, -2.25084], [-1.27130, -0.03941, -0.98426], [-1.02545, 1.71138, -0.86809], [0.56006, 1.68078, 1.58792], [0.69624, -0.06213, 1.82152], [-0.77349, 0.56921, 1.44040], [-3.21236, -1.04260, 0.30129], [-3.36162, -2.35480, -0.48769], [-2.02999, -2.09244, 0.38212]], "nbo_charge": [-0.658, -0.649, 0.197, -0.262, 0.591, -1.057, -0.317, -0.307, 0.234, 0.261, 0.217, 0.235, 0.231, 0.216, 0.349, 0.361, 0.357], "lumo_energy_ev": [0.19, -0.26], "homo_ev": [-9.07, -8.94]}


#A takes first place; second place is 105.7 kcal/mol up.


#A
{"formula": "C5H6", "method": "ωB97M-V/def2-TZVPD", "symbols": ["C", "C", "C", "C", "C", "H", "H", "H", "H", "H", "H"], "xyz": [[0.82288, 0.14152, -1.43612], [0.21500, 1.03922, -0.71979], [-0.75137, 1.16834, 0.18282], [-0.72017, 0.00123, 1.01925], [0.09422, -0.99562, 0.73700], [0.17400, -0.58755, -1.84652], [1.81973, 0.17001, -1.81297], [-1.29278, 2.09171, 0.59175], [-1.30283, -0.16261, 1.90374], [0.93456, -1.03739, -0.09817], [0.00674, -1.82886, 1.47901]], "nbo_charge": [-0.516, 0.126, -0.316, -0.259, -0.381, 0.229, 0.236, 0.241, 0.227, 0.219, 0.194], "lumo_energy_ev": 0.38, "homo_ev": -8.50}


#B
{"formula": "C5H6", "method": "ωB97M-V/def2-TZVPD", "symbols": ["C", "C", "C", "C", "C", "H", "H", "H", "H", "H", "H"], "xyz": [[-1.31663, -0.45747, 1.65738], [-0.53195, -0.72581, 0.71649], [0.25880, -1.02836, -0.26588], [1.01411, 0.01167, -0.99804], [0.50994, 1.22372, -1.10226], [-2.44019, -0.12380, 1.68857], [-0.67387, -0.42644, 2.57300], [0.33949, -1.96719, -0.67917], [2.05668, -0.28935, -1.50644], [-0.27754, 1.72460, -0.56000], [1.06116, 2.05844, -1.52364]], "nbo_charge": [-0.499, 0.123, -0.346, -0.191, -0.398, 0.245, 0.233, 0.225, 0.217, 0.202, 0.190], "lumo_energy_ev": 1.12, "homo_ev": -8.80}


#B takes first place; second place is 25.0 kcal/mol up.


#A
{"formula": "C5H6", "method": "ωB97M-V/def2-TZVPD", "symbols": ["C", "C", "C", "C", "C", "H", "H", "H", "H", "H", "H"], "xyz": [[-2.02272, 0.55058, 1.53206], [-0.90298, -0.01563, 1.36958], [-0.22770, -0.21140, 0.09991], [0.59476, -0.25750, -0.75758], [1.78142, -0.27579, -1.68610], [-2.50876, 0.52957, 2.63471], [-2.32612, 1.03650, 0.60511], [-0.20830, -0.56103, 2.14810], [1.27037, -0.31433, -2.71973], [2.23559, 0.71803, -1.76208], [2.31444, -1.19899, -1.46398]], "nbo_charge": [-0.386, -0.253, -0.094, 0.036, -0.691, 0.223, 0.220, 0.217, 0.234, 0.247, 0.246], "lumo_energy_ev": 1.03, "homo_ev": -9.08}


#B
{"formula": "C5H6", "method": "ωB97M-V/def2-TZVPD", "symbols": ["C", "C", "C", "C", "C", "H", "H", "H", "H", "H", "H"], "xyz": [[-1.33061, -0.00969, -0.06298], [-0.49864, -1.06463, -0.03175], [0.89378, -0.65886, -0.00587], [0.83889, 0.88929, -0.07921], [-0.50784, 1.17539, 0.01352], [-2.43661, 0.04879, -0.08073], [-0.75948, -2.05568, 0.09187], [1.40815, -0.85414, 1.01343], [1.50067, -1.12690, -0.88111], [1.74687, 1.46628, -0.10333], [-0.85518, 2.19014, 0.12617]], "nbo_charge": [-0.236, -0.185, -0.494, -0.194, -0.241, 0.223, 0.205, 0.253, 0.242, 0.216, 0.211], "lumo_energy_ev": 1.19, "homo_ev": -8.43}


#B takes first place; second place is 46.4 kcal/mol up.


#A
{"formula": "C5H6", "method": "ωB97M-V/def2-TZVPD", "symbols": ["C", "C", "C", "H", "H", "H", "H", "C", "C", "H", "H"], "xyz": [[1.74870, 1.15448, -0.05112], [1.42565, 0.00063, 0.02049], [0.82462, -1.30568, -0.00451], [2.14820, 2.12497, -0.03035], [0.06981, -1.31290, -0.79997], [1.58690, -2.06112, -0.16389], [0.28150, -1.52297, 0.94871], [-1.55405, 1.10536, 0.01236], [-2.43392, 0.27812, -0.02278], [-0.75744, 1.78068, 0.03771], [-3.33997, -0.24157, 0.05336]], "nbo_charge": [-0.298, 0.043, -0.705, 0.234, 0.251, 0.238, 0.243, -0.211, -0.262, 0.238, 0.230], "lumo_energy_ev": 1.07, "homo_ev": -10.03}


#B
{"formula": "C5H6", "method": "ωB97M-V/def2-TZVPD", "symbols": ["C", "C", "C", "C", "C", "H", "H", "H", "H", "H", "H"], "xyz": [[-1.42340, -0.09128, 0.06043], [-2.66927, -0.46510, 0.07060], [-0.62727, 1.16549, 0.16097], [0.03347, -0.00990, -0.49566], [1.15853, -0.83218, 0.13508], [-0.96557, 1.90783, -0.54769], [-0.24845, 1.33318, 1.19591], [0.11927, -0.04501, -1.58457], [1.32384, -0.64526, 1.15014], [2.03345, -0.35947, -0.21485], [1.26539, -1.95831, 0.06964]], "nbo_charge": [-0.458, 0.207, -0.363, -0.143, -0.625, 0.243, 0.240, 0.232, 0.215, 0.218, 0.235], "lumo_energy_ev": -0.02, "homo_ev": -9.79}


#C
{"formula": "C5H6", "method": "ωB97M-V/def2-TZVPD", "symbols": ["C", "C", "C", "C", "C", "H", "H", "H", "H", "H", "H"], "xyz": [[-0.92247, 0.62470, 1.35446], [-0.60053, 1.67584, 0.71719], [-0.28158, 0.61159, -0.38799], [1.06059, 0.03539, -0.63645], [0.09267, -0.96938, -0.12163], [-1.58514, 0.05120, 1.98592], [-0.90491, 0.79218, -1.27654], [1.34899, -0.05098, -1.67341], [1.85412, 0.32913, 0.03985], [-0.42201, -1.61718, -0.81990], [0.36028, -1.48248, 0.81850]], "nbo_charge": [-0.169, -0.146, -0.214, -0.424, -0.438, 0.246, 0.237, 0.225, 0.228, 0.221, 0.233], "lumo_energy_ev": 1.09, "homo_ev": -8.79}


#A takes first place; second place is 23.8 kcal/mol up.


#A
{"formula": "C4H3F3", "method": "ωB97M-V/def2-TZVPD", "symbols": ["C", "C", "C", "C", "F", "F", "F", "H", "H", "H"], "xyz": [[-0.49720, -0.49582, -0.14318], [-0.17420, 1.33942, 1.50120], [-0.77562, 0.17514, 1.04448], [0.73883, -0.42145, -0.91530], [0.99084, 1.64774, 0.91590], [-1.41641, -1.26770, -0.67231], [-1.80569, -0.21786, 1.82159], [0.61772, -0.97830, -1.93471], [1.61606, -0.52803, -0.33096], [0.70566, 0.74685, -1.28672]], "nbo_charge": [0.527, 0.284, 0.037, -0.718, -0.342, -0.281, -0.305, 0.261, 0.265, 0.271], "lumo_energy_ev": -0.90, "homo_ev": -9.06}


#B
{"formula": "C4H3F3", "method": "ωB97M-V/def2-TZVPD", "symbols": ["C", "C", "C", "F", "C", "F", "F", "H", "H", "H"], "xyz": [[-1.51840, -0.05627, -0.05139], [-0.06175, 0.20732, 0.08968], [1.02631, 0.92801, -0.09107], [1.51042, 2.12246, -0.21708], [1.23037, -0.45325, 0.15001], [1.82249, -1.09422, 1.26687], [1.77755, -1.29043, -0.91232], [-1.95524, 0.94994, -0.14043], [-1.94865, -0.69211, 0.83568], [-1.88310, -0.62143, -0.92995]], "nbo_charge": [-0.679, -0.045, 0.383, -0.257, 0.583, -0.347, -0.381, 0.238, 0.250, 0.255], "lumo_energy_ev": 0.50, "homo_ev": -11.08}


#B takes first place; second place is 34.2 kcal/mol up.


#A
{"formula": "H33O17", "method": "ωB97M-V/def2-TZVPD", "symbols": ["O", "H", "H", "O", "H", "H", "O", "H", "H", "O", "H", "H", "O", "H", "O", "H", "H", "O", "H", "H", "O", "H", "H", "O", "H", "H", "O", "H", "H", "O", "H", "H", "O", "H", "H", "O", "H", "H", "O", "H", "H", "O", "H", "H", "O", "H", "H", "O", "H", "H"], "xyz": [[2.83474, -3.85347, 3.91198], [3.56435, -3.31484, 3.59300], [2.79718, -4.33349, 3.01508], [-0.17117, 2.16909, -4.35811], [0.67686, 1.88033, -4.70738], [-0.77994, 1.40473, -4.22118], [-3.68238, 0.31758, -4.58206], [-2.72939, 0.02894, -4.41704], [-3.55244, 1.18111, -5.00730], [-3.70910, 2.28578, 4.12586], [-2.84124, 2.24689, 3.68918], [-3.79512, 1.30298, 4.37730], [0.61075, -1.01492, -2.64229], [0.39135, -0.59563, -1.81190], [-2.63627, 1.10622, 1.63671], [-3.51883, 1.56194, 1.63166], [-2.88131, 0.31113, 1.15663], [-3.05874, 0.63503, -2.02443], [-3.83927, 0.82314, -2.61519], [-2.67721, 0.22695, -2.80662], [-0.72727, -0.79133, 1.69419], [0.04585, -0.52409, 1.09936], [-0.22088, -0.64663, -3.25011], [-0.79604, 3.20775, -1.56709], [-1.13581, 2.57242, -2.22478], [-1.16012, 2.79584, -0.76764], [3.94156, -1.63570, -0.51811], [4.68547, -1.65718, -1.12242], [3.24957, -1.06567, -0.89135], [2.56513, -0.51677, 1.74912], [2.49136, -1.38116, 2.17266], [3.34964, -0.52806, 1.21472], [1.15840, -1.34380, 5.66510], [1.65367, -1.23942, 4.85689], [0.27443, -1.66145, 5.43994], [3.76611, -3.62386, 1.54591], [4.49196, -3.31524, 1.00568], [3.01284, -3.69414, 0.93543], [3.27496, 4.58006, 1.25402], [2.67609, 3.87287, 1.02228], [4.12231, 4.54923, 0.82721], [-1.22820, -0.18626, -4.30580], [-0.67060, -0.57616, -4.97250], [-1.09087, -1.41649, 1.05928], [-3.99443, -1.42172, 0.28543], [-3.46528, -0.93763, -0.40364], [-3.50973, -2.24359, 0.34753], [1.05581, 1.25811, -0.02831], [0.46069, 1.43035, 0.70697], [0.72057, 1.77022, -0.77391]], "nbo_charge": [-0.947, 0.467, 0.473, -1.022, 0.462, 0.507, -1.021, 0.496, 0.460, -0.953, 0.484, 0.469, -1.056, 0.448, -0.961, 0.467, 0.487, -1.000, 0.494, 0.489, -0.941, 0.486, 0.507, -0.952, 0.495, 0.462, -0.987, 0.477, 0.513, -0.957, 0.472, 0.481, -0.949, 0.477, 0.473, -0.980, 0.495, 0.492, -0.963, 0.491, 0.472, -1.215, 0.460, 0.452, -0.960, 0.499, 0.461, -0.978, 0.476, 0.497], "lumo_energy_ev": 1.92, "total_charge": -1, "homo_ev": -6.61}


#B
{"formula": "H33O17", "method": "ωB97M-V/def2-TZVPD", "symbols": ["O", "H", "H", "O", "H", "H", "O", "H", "H", "O", "H", "H", "O", "H", "O", "H", "H", "O", "H", "H", "O", "H", "H", "O", "H", "H", "O", "H", "H", "O", "H", "H", "O", "H", "H", "O", "H", "H", "O", "H", "H", "O", "H", "H", "O", "H", "H", "O", "H", "H"], "xyz": [[-2.01829, -1.89527, -1.23710], [-2.78867, -2.23834, -1.72427], [-2.49513, -1.65595, -0.37056], [-1.12100, -0.65921, -4.89686], [-0.49806, -1.09360, -4.31656], [-1.58930, -0.13229, -4.47259], [0.42159, -3.39070, 3.03814], [-0.50121, -3.73324, 3.15573], [0.99762, -3.17353, 3.67522], [-2.85581, 1.27701, -0.60956], [-2.24675, 0.92254, 0.22285], [-3.12220, 0.22445, -0.81527], [2.89694, 0.79199, 0.26124], [0.51622, -2.81181, -3.07252], [4.14122, -1.35752, -2.54014], [-2.01035, -0.33306, 2.37496], [4.02116, -0.93819, -1.67908], [0.90780, 0.38740, 2.28354], [1.95212, 3.66313, -1.35612], [0.07883, 0.33130, 1.76745], [-0.90855, 4.59974, 3.45836], [-1.29949, 4.16532, 2.73331], [2.40460, 1.11741, 0.96250], [1.64657, 4.43541, -1.81348], [1.49088, -0.25741, 2.04440], [-0.60358, -2.67750, -2.04191], [0.53714, 1.34817, -0.13886], [0.02133, 0.62770, -0.19751], [1.20173, 4.93122, -1.08524], [3.42898, 3.27611, 2.63270], [3.82048, 3.56630, 1.80043], [0.51849, 1.89651, -0.90710], [-0.33268, -2.68331, -2.85427], [-2.09716, -4.88703, 1.12291], [-1.24553, 2.54415, -1.75236], [-3.26505, -2.10822, 0.67574], [-4.10365, -1.92783, 1.16973], [3.50742, 0.08200, 0.50296], [1.49570, -1.78974, 0.27142], [1.57989, -1.39534, -0.53914], [0.66312, -1.78144, 0.67938], [-1.72695, -0.34793, 1.48426], [-2.55273, -0.98843, 1.16428], [-0.04697, 4.87363, 3.06389], [-0.46023, 2.64735, -2.25353], [2.65635, 2.77623, 2.30991], [-0.55494, 3.39099, -2.75750], [-2.52009, -4.30593, 1.80047], [-3.07623, -3.71598, 1.31813], [5.13441, -1.59727, -2.54236]], "nbo_charge": [-1.024, 0.461, 0.487, -0.939, 0.489, 0.443, -0.994, 0.521, 0.471, -1.029, 0.507, 0.483, -0.964, 0.460, -0.936, 0.467, 0.473, -0.984, 0.475, 0.508, -0.932, 0.467, 0.491, -0.936, 0.469, 0.494, -0.977, 0.469, 0.462, -0.942, 0.464, 0.492, -0.960, 0.461, 0.497, -1.170, 0.448, 0.462, -0.973, 0.477, 0.497, -1.067, 0.497, 0.465, -0.953, 0.478, 0.470, -0.993, 0.504, 0.464], "lumo_energy_ev": 2.24, "total_charge": -1, "homo_ev": -6.76}


#A takes first place; second place is 77.6 kcal/mol up.


#A
{"formula": "B2H8Sn", "method": "ωB97M-V/def2-TZVPD", "symbols": ["Sn", "B", "H", "H", "H", "H", "B", "H", "H", "H", "H"], "xyz": [[0.98143, 0.87155, -1.13094], [-1.31863, 0.17239, -0.75640], [-0.62111, -0.58224, -1.08542], [-1.19769, 1.02522, -1.40625], [-2.33264, -0.19453, -0.71905], [-1.04939, 0.43472, 0.25500], [1.12860, -0.32976, 1.00195], [0.46375, 0.51671, 0.92638], [1.30253, -0.64243, 2.01990], [0.62080, -1.11974, 0.47062], [2.02234, -0.15186, 0.42417]], "nbo_charge": [1.436, -0.861, 0.008, -0.007, 0.097, 0.047, -0.832, 0.012, 0.084, 0.037, -0.021], "lumo_energy_ev": -1.68, "homo_ev": -10.11}


#B
{"formula": "B2H8Sn", "method": "ωB97M-V/def2-TZVPD", "symbols": ["Sn", "B", "H", "H", "H", "H", "B", "H", "H", "H", "H"], "xyz": [[-1.41417, 0.99735, 0.73174], [1.73998, 1.62590, 0.26164], [1.32934, 2.32190, 0.97663], [1.34393, 0.63389, 0.41431], [1.54271, 1.91231, -0.75977], [2.78288, 1.53963, 0.52460], [-1.44519, -1.83559, -0.41615], [-1.55367, -2.78904, -0.90952], [-2.31894, -1.25128, -0.65985], [-1.36278, -1.91885, 0.65647], [-0.64405, -1.23623, -0.82011]], "nbo_charge": [1.553, -0.854, -0.012, 0.007, -0.001, 0.095, -0.873, 0.099, -0.015, -0.005, 0.006], "lumo_energy_ev": -3.65, "homo_ev": -10.15}


#A takes first place; second place is 57.9 kcal/mol up.


#A
{"formula": "C6H7NO2", "method": "ωB97M-V/def2-TZVPD", "symbols": ["C", "C", "C", "C", "C", "C", "H", "H", "H", "H", "H", "H", "H", "N", "O", "O"], "xyz": [[-1.46481, -2.44701, -0.94859], [-1.98467, -1.29809, -0.54180], [-1.29837, -0.31987, 0.66223], [0.22255, -0.30166, 0.83428], [1.85835, 0.52355, -0.48208], [-0.45956, 0.86001, 0.22199], [-1.82199, -3.11835, -1.90431], [-0.56911, -2.62815, -0.59022], [-3.06649, -0.91158, -1.20217], [-1.91068, -0.79664, 1.76944], [0.80667, -0.23918, 1.78290], [2.77227, 0.17828, -1.06519], [-0.64176, 0.86029, -0.80357], [1.56759, 1.74876, -0.07418], [1.36082, -0.57983, 0.01184], [0.16631, 2.11889, 0.49519]], "nbo_charge": [-0.406, -0.181, -0.233, -0.016, 0.321, 0.016, 0.223, 0.185, 0.216, 0.266, 0.236, 0.220, 0.200, -0.228, -0.478, -0.340], "lumo_energy_ev": 0.77, "homo_ev": -9.34}


#B
{"formula": "C6H7NO2", "method": "ωB97M-V/def2-TZVPD", "symbols": ["C", "C", "O", "N", "C", "C", "C", "C", "O", "H", "H", "H", "H", "H", "H", "H"], "xyz": [[1.99677, 0.42420, -2.48310], [1.12411, -0.22812, -1.46044], [0.91569, -1.45436, -1.42374], [0.43794, 0.70986, -0.60955], [-0.26036, 0.24727, 0.45866], [-0.15571, -0.75507, 1.33898], [-1.14568, -0.62165, 2.27495], [-2.01328, 0.44018, 1.86366], [-1.44201, 1.00178, 0.73808], [2.33273, -0.30993, -3.36197], [1.59801, 1.39204, -2.95590], [2.84243, 0.77589, -2.15235], [0.61358, 1.57274, -0.64623], [0.76241, -1.54923, 1.45138], [-1.25187, -1.06614, 3.08194], [-3.02742, 0.79538, 2.37895]], "nbo_charge": [-0.710, 0.677, -0.571, -0.614, 0.410, -0.296, -0.288, 0.072, -0.432, 0.248, 0.230, 0.225, 0.384, 0.248, 0.193, 0.224], "lumo_energy_ev": 0.71, "homo_ev": -8.02}


#B takes first place; second place is 158.3 kcal/mol up.